Record 1
91
Properties=species:S:1:pos:R:3 method="wB97M-V/def2-TZVPD" multiplicity=5 gap_ev="5.36 / 4.39" total_charge=+1
Pt 13.09591 12.45615 9.29917
C 14.59512 8.01822 8.56791
C 14.69308 9.17839 9.63405
C 14.71744 8.51530 11.03003
C 15.88529 10.07836 9.34614
C 17.10587 9.69052 9.84470
C 18.30516 10.42464 9.60654
C 18.25923 11.55043 8.83951
C 17.07090 12.00524 8.26113
C 17.19145 13.28849 7.42864
C 16.62037 13.11527 5.99312
C 16.72334 14.52497 8.15561
C 15.86277 11.27006 8.53219
N 14.58658 11.70131 8.04764
C 14.07806 11.12023 6.95831
C 12.70548 10.98898 6.88120
N 12.04615 11.27890 8.00399
C 10.62947 10.94956 8.28894
C 9.67690 11.96382 8.26828
C 8.32124 11.64155 8.16478
C 7.91839 10.32362 8.42586
C 8.87805 9.39625 8.76434
C 10.24210 9.64892 8.69743
C 11.21979 8.51163 8.95783
C 10.91332 7.79327 10.30771
C 11.32560 7.53418 7.76940
C 10.04396 13.43108 8.53322
C 9.57730 13.84315 9.91446
C 9.51923 14.33320 7.42506
H 13.75107 7.38935 8.78483
H 15.50895 7.43745 8.67285
H 14.47236 8.38497 7.57621
H 13.86827 9.88463 9.54382
H 15.26906 7.57491 11.05434
H 13.67716 8.23705 11.30864
H 15.00839 9.18843 11.84759
H 17.13275 8.79458 10.47994
H 19.25860 10.09716 10.06054
H 19.15674 12.13827 8.68015
H 18.27639 13.43998 7.27345
H 15.51860 13.21600 6.07175
H 16.90787 12.14521 5.57824
H 16.95690 13.93921 5.38837
H 15.69995 14.43964 8.51644
H 16.84985 15.40036 7.53301
H 17.34660 14.68412 9.06367
H 14.75858 10.61291 6.22572
H 12.15404 10.53622 6.00686
H 7.57653 12.39928 7.91051
H 6.84842 10.01162 8.32716
H 8.54897 8.45189 9.13965
H 12.14362 9.04572 9.05074
H 9.90985 7.31262 10.27640
H 10.81610 8.58004 11.12480
H 11.64530 7.04748 10.53639
H 10.36256 7.05465 7.51469
H 12.04022 6.75538 8.06001
H 11.70156 8.02197 6.86267
H 11.17410 13.48132 8.54958
H 8.47665 13.79829 9.95404
H 9.83840 14.88439 10.18164
H 10.01163 13.20164 10.73485
H 8.43115 14.32507 7.39231
H 9.87364 14.03202 6.42039
H 9.80380 15.38756 7.57250
C 12.80199 11.51590 13.41096
C 13.22221 12.72210 13.99660
C 13.49752 13.82368 13.20860
C 13.38489 13.75556 11.84464
C 13.02775 12.53179 11.26782
C 12.66417 11.44190 12.02055
C 13.59202 14.79570 10.85408
C 13.86424 16.15139 11.13081
C 13.89770 17.10243 10.13204
C 13.63077 16.63370 8.80229
C 13.61274 17.54776 7.67451
C 13.27041 17.15208 6.41552
C 12.98037 15.79718 6.16304
C 12.97106 14.89986 7.21969
C 13.39377 15.27504 8.53576
N 13.47005 14.36821 9.58024
H 12.63225 10.63798 14.05098
H 13.29851 12.80058 15.09989
H 13.83057 14.75604 13.65389
H 12.42107 10.51330 11.45966
H 14.04516 16.49139 12.15218
H 14.19791 18.12174 10.38068
H 13.84836 18.57989 7.84039
H 13.20817 17.92441 5.63457
H 12.79291 15.52125 5.12901
H 12.69075 13.86576 6.99340

Record 2
7
Properties=species:S:1:pos:R:3 method="wB97M-V/def2-TZVPD" gap_ev=8.37 total_charge=-1 smiles="[H]/N=C/C(=O)[O-]" relative_energy_kj_mol=46.0
H -2.14284 0.85735 0.18590
N -1.29325 0.38197 0.54856
C -0.37921 -0.06114 -0.18616
C 1.10172 -0.25851 0.20542
O 1.68002 -0.13829 -0.89650
O 1.44997 -0.50055 1.37747
H -0.41641 -0.28085 -1.23470

Record 3
13
Properties=species:S:1:pos:R:3 method="wB97M-V/def2-TZVPD" gap_ev=8.61 total_charge=0 relative_energy_kj_mol=109.5
C -1.23427 -0.55345 -0.74678
C -1.49568 0.72155 -0.27283
C -1.28584 -0.62924 1.44158
C 1.23872 1.05667 0.02857
C 1.24523 -0.03607 0.69983
O 1.30226 2.03812 -0.61256
O -1.17716 -1.32073 0.37020
O -1.49261 0.65787 1.04845
S 2.12943 -1.44452 -0.09140
H -0.81494 -0.89967 -1.61843
H -1.72085 1.60985 -0.73050
H 0.78844 -0.39160 1.61970
H 2.51728 -0.80879 -1.13583

Record 4
13
Properties=species:S:1:pos:R:3 method="wB97M-V/def2-TZVPD" gap_ev=11.41 total_charge=0 smiles=C[C@H]1CO1.C#N relative_energy_kj_mol=266.9
C 1.38880 0.60077 0.16074
C 0.66020 -0.31853 -0.78667
C -0.28693 -1.32090 -0.30393
O -0.73554 -0.11729 -0.94428
H 1.51317 1.59284 -0.28711
H 0.85522 0.71404 1.10980
H 2.38420 0.19531 0.36820
H 1.15485 -0.49939 -1.73810
H -0.52054 -2.21321 -0.87719
H -0.45706 -1.39906 0.77274
C -1.97930 0.93255 0.81214
N -1.89041 0.17964 1.68263
H -2.08663 1.65323 0.03103

Record 5
95
Properties=species:S:1:pos:R:3 method="wB97M-V/def2-TZVPD" gap_ev=6.43 total_charge=+2 relative_energy_kj_mol=0.0
Ta 0.56913 -0.14247 1.01212
C 0.33589 3.48142 3.54877
C 0.42017 2.87800 2.30837
N 0.50791 1.53868 2.44141
N 0.51823 1.28819 3.78243
C 0.41399 2.43665 4.45329
B 0.97428 -0.07154 4.33871
N 2.29759 -0.41278 3.60657
C 3.46452 -0.71243 4.16913
C 4.37524 -1.04262 3.17934
C 3.66798 -0.90915 2.00406
N 2.39443 -0.52348 2.24239
N -0.00702 -1.18644 3.96158
C -0.62107 -2.11302 4.70427
C -1.14714 -3.07508 3.85917
C -0.79589 -2.65596 2.58436
N -0.10281 -1.51021 2.65505
H 0.26213 4.53276 3.76145
H 0.43827 3.33162 1.33532
H 0.43108 2.43700 5.53076
H 1.13433 -0.00745 5.51470
H 3.57088 -0.67212 5.24064
H 5.40383 -1.33260 3.29495
H 4.03436 -1.07518 1.01063
H -0.62383 -2.03756 5.77891
H -1.69359 -3.95984 4.13209
H -1.00457 -3.12388 1.63719
C 6.79819 0.68993 -0.90820
C 5.82676 1.61205 -0.52991
C 4.49044 1.25850 -0.55885
C 4.12335 -0.02474 -0.96926
C 5.09225 -0.94694 -1.34837
C 6.43339 -0.58239 -1.31801
P 2.35554 -0.40409 -0.99816
C 2.17188 -2.11106 -1.56868
C 1.62968 -2.42093 -2.81141
C 1.45246 -3.74982 -3.17414
C 1.80900 -4.76738 -2.30182
C 2.34560 -4.46143 -1.05723
C 2.52147 -3.13821 -0.68923
C 1.70119 0.71940 -2.21661
C 2.29378 0.82528 -3.45251
C 1.78270 1.71423 -4.40768
C 0.70101 2.48450 -4.08118
C 0.09790 2.41568 -2.80383
C -0.99833 3.25285 -2.49971
C -1.55498 3.19476 -1.25879
C -1.03953 2.30504 -0.29932
C 0.02958 1.44359 -0.49158
C 0.59980 1.51765 -1.82033
H 7.84231 0.97140 -0.88901
H 6.11646 2.60680 -0.21942
H 3.73105 1.97878 -0.27256
H 4.80843 -1.93950 -1.67486
H 7.18929 -1.29370 -1.62173
H 1.33978 -1.63467 -3.49525
H 1.04152 -3.98835 -4.14609
H 1.67342 -5.80064 -2.59139
H 2.62670 -5.25348 -0.37621
H 2.93466 -2.91123 0.28844
H 3.16585 0.22512 -3.68777
H 2.24516 1.79136 -5.38165
H 0.29189 3.18329 -4.80050
H -1.38201 3.92692 -3.25488
H -2.39890 3.82168 -1.00258
H -1.54656 2.34397 0.65234
Br -4.48936 4.67486 -2.83015
C -5.06033 2.94561 -2.31853
C -4.51670 1.83432 -2.94181
C -4.94057 0.56673 -2.57306
C -5.91330 0.42683 -1.58944
C -6.49770 1.55063 -1.01378
C -6.05140 2.81478 -1.35566
N -6.45293 -0.84007 -1.20795
N -5.73586 -1.77720 -0.84375
C -4.31527 -1.64150 -0.70955
C -3.49195 -2.45112 -1.44646
C -2.09125 -2.41575 -1.29335
C -1.56085 -1.55394 -0.37955
O -0.23445 -1.43262 -0.09894
C -2.38514 -0.73580 0.41603
N -1.73310 0.05492 1.31193
C -2.46169 0.73187 2.17699
C -3.86242 0.70571 2.16875
C -4.52828 -0.03441 1.22605
C -3.78135 -0.79588 0.30309
H -3.78085 1.95696 -3.72455
H -4.54220 -0.30015 -3.08030
H -7.30980 1.42277 -0.30934
H -6.49398 3.69324 -0.90742
H -3.93553 -3.12825 -2.16491
H -1.44647 -3.05561 -1.88166
H -1.93992 1.34355 2.90267
H -4.39819 1.28282 2.90828
H -5.60972 -0.05800 1.20661

Record 6
37
Properties=species:S:1:pos:R:3 method="wB97M-V/def2-TZVPD" multiplicity=5 gap_ev="7.61 / 2.78" total_charge=+3 relative_energy_kj_mol=59.1
Rh -0.33620 0.15436 -0.03085
C 0.92564 -1.30810 -0.27899
O 1.66747 -2.18003 -0.43334
C -1.77664 -0.85762 -1.01315
O -2.55026 -1.49388 -1.58539
C -0.24699 1.39430 -1.51041
O -0.24453 2.16456 -2.37280
C -1.35092 -0.06273 1.60066
O -1.99614 -0.14893 2.55333
C -3.20370 3.18904 0.42793
H -3.16802 3.19831 1.52655
H -2.60663 3.95147 -0.09235
C -3.95046 2.30155 -0.24371
H -3.99399 2.29969 -1.34080
H -4.55625 1.54860 0.27755
C 3.31212 2.26496 3.60978
N 3.55178 0.90587 3.08894
C 4.63515 0.98017 2.07520
N 4.29048 1.89601 0.96126
C 4.03268 3.23849 1.53219
N 2.95711 3.20336 2.53026
C 1.65052 2.85851 1.91612
P 1.63524 1.16274 1.11918
C 2.35525 0.24449 2.57817
C 3.20525 1.38883 0.13200
H 4.27595 2.58242 4.05313
H 2.51951 2.24945 4.36969
H 4.83216 -0.02789 1.67218
H 5.52899 1.38583 2.57679
H 3.78310 3.94984 0.73360
H 4.97927 3.52648 2.03379
H 0.86260 2.85390 2.67389
H 1.40249 3.57444 1.12919
H 2.62160 -0.77908 2.26734
H 1.57733 0.20409 3.35030
H 2.97802 2.08871 -0.68042
H 3.51044 0.41891 -0.29079

Record 7
11
Properties=species:S:1:pos:R:3 method="wB97M-V/def2-TZVPD" gap_ev=8.56 total_charge=0 relative_energy_kj_mol=475.3
C -1.38383 0.96482 -0.25888
C -0.43226 -1.07055 0.41555
O -0.86697 -1.97589 0.97612
C 1.67915 -0.74022 0.10620
C 1.33402 0.51664 -0.27765
N 0.63404 1.44229 -0.53248
H -2.03184 0.50142 0.48049
H -1.60206 0.64870 -1.27429
H -1.36879 2.04064 -0.13917
H 1.93676 -1.46695 -0.65944
H 2.11575 -0.89236 1.08991

Record 8
45
Properties=species:S:1:pos:R:3 method="wB97M-V/def2-TZVPD" gap_ev=9.29 total_charge=0 smiles="C=CCC[C@H](N)CO.O.O.O.O.O.O.O.O" relative_energy_kj_mol=622.6
C -2.72471 -0.16749 3.21282
C -3.07084 -0.38021 1.90385
C -2.91231 0.68474 0.80991
C -2.45326 0.29560 -0.63801
C -1.17781 -0.55204 -0.79582
N -0.26609 -0.11884 0.30301
C -0.44658 -0.14299 -2.11127
O 0.29636 -1.26474 -2.60473
H -2.89424 -0.75355 4.08022
H -2.03334 0.71056 3.66085
H -3.38155 -1.43640 1.57595
H -3.85824 1.11092 0.71236
H -2.19372 1.46953 1.22467
H -3.24838 -0.13946 -1.30410
H -2.32419 1.33667 -1.11991
H -1.54638 -1.66345 -1.04231
H 0.70909 -0.33652 0.05019
H -0.31586 -0.74750 1.11729
H -1.14433 -0.07883 -2.84186
H 0.37836 0.69242 -2.04914
H 1.19033 -1.34349 -2.28698
O 2.38010 -0.41695 -1.36821
H 2.88880 0.50611 -1.26127
H 2.36649 -0.78187 -0.39860
O -0.45960 -3.86649 -2.29666
H 0.47375 -4.21464 -2.14284
H -0.32782 -2.91983 -2.21378
O -2.97619 -3.09840 -0.74620
H -2.28521 -3.53901 -1.38809
H -3.73482 -3.12628 -1.31146
O 2.88549 -2.15339 0.63699
H 2.92468 -3.04910 0.08089
H 3.82533 -2.04369 0.68573
O 1.74692 4.42924 -0.71641
H 1.28818 4.08444 -0.03608
H 1.36667 4.21739 -1.50842
O 3.50554 2.45068 -0.10971
H 4.07301 2.98494 0.50375
H 2.91337 3.20063 -0.36022
O 3.35588 -0.15412 1.47390
H 3.22168 -0.09854 2.43425
H 3.19913 0.71886 1.26959
O 0.57209 3.26067 2.18429
H -0.00182 4.06897 2.46190
H 0.21604 2.36546 2.26969

Record 9
61
Properties=species:S:1:pos:R:3 method="wB97M-V/def2-TZVPD" gap_ev=4.71 total_charge=-1
C 2.84808 -1.98338 -1.63272
C 3.53273 -1.07081 -2.66245
O 3.00227 0.24576 -2.69545
C 1.67725 0.34391 -3.21416
C 1.60315 0.30255 -4.73004
O 1.85323 -0.97208 -5.31314
C 0.77056 -1.88908 -5.19196
C -0.40800 -1.61246 -6.14491
O -1.62049 -1.59904 -5.44594
C -2.27815 -0.34084 -5.28031
P -2.36706 0.37846 -3.52671
O -1.14183 -0.71940 -2.86481
C -1.10111 -0.66257 -1.47266
C -1.47709 0.76824 -1.08700
O -2.51137 1.14293 -1.93896
H 1.95553 -1.50519 -1.23131
H 3.51218 -2.19663 -0.79308
H 2.53912 -2.93440 -2.06669
H 4.58578 -0.93810 -2.41032
H 3.48253 -1.51475 -3.65883
H 1.29178 1.30970 -2.88655
H 1.01374 -0.40647 -2.77799
H 0.61730 0.68269 -5.02299
H 2.36408 0.96707 -5.14501
H 0.35098 -1.88249 -4.18086
H 1.20921 -2.87107 -5.37923
H -0.23718 -0.65965 -6.66093
H -0.45617 -2.39220 -6.91594
H -1.77105 0.42408 -5.88722
H -3.30497 -0.44922 -5.65469
H -3.39863 -0.57455 -3.15751
H -3.34971 1.30929 -4.04311
H -1.28958 1.32179 -3.82758
H -0.09714 -0.92979 -1.11422
H -1.82099 -1.36820 -1.02471
H -1.79068 0.84253 -0.04025
H -0.59307 1.41982 -1.21144
C -2.35417 -2.25467 4.86174
C -2.04724 -2.35871 6.21465
C -1.28734 -1.38147 6.83381
C -0.82613 -0.29380 6.10040
C -1.13192 -0.19303 4.74297
C -1.89858 -1.17447 4.12567
C -0.64413 0.95412 3.92150
O -0.92523 1.04944 2.75015
C 0.20691 1.97480 4.60184
C 0.70686 3.03271 3.85185
C 1.49439 3.99505 4.45991
C 1.78256 3.90709 5.81807
C 1.28674 2.85498 6.56835
C 0.49862 1.88242 5.96291
C -0.01483 0.75106 6.78941
O 0.22186 0.68281 7.97766
H -2.94947 -3.01951 4.38036
H -2.40282 -3.20675 6.78563
H -1.03996 -1.44165 7.88492
H -2.12223 -1.07306 3.07196
H 0.46728 3.08015 2.79792
H 1.88651 4.81673 3.87487
H 2.39734 4.66265 6.29012
H 1.49976 2.76667 7.62499

Record 10
124
Properties=species:S:1:pos:R:3 method="wB97M-V/def2-TZVPD" gap_ev=9.24 total_charge=0
C -0.16575 3.45828 4.90985
C 0.07031 1.97425 5.24611
C -0.86984 1.05203 4.45361
C -0.48941 0.91758 2.97939
C -1.64299 0.33740 2.12101
C -2.34313 1.39634 1.24018
C -2.22801 1.11600 -0.26689
C -3.11946 2.08356 -1.08048
C -2.26000 3.13840 -1.78903
C -2.97524 4.42643 -2.22510
C -2.85794 5.55150 -1.18057
C -1.57388 6.39999 -1.30819
C -0.42125 5.90516 -0.39733
C 0.92224 5.60814 -1.08672
C 0.82544 4.80052 -2.39770
C 1.35790 3.40570 -2.30641
C 2.32777 2.87231 -1.55674
C 2.41707 1.42087 -1.83476
O 3.19977 0.61289 -1.46055
O 1.35231 1.10833 -2.67002
C 0.80794 2.29015 -3.13879
O 0.07436 2.30536 -4.07455
H -0.62228 3.54873 3.91925
H -0.89297 3.87266 5.61148
H 0.74751 4.05057 4.92930
H -0.17509 1.83174 6.29714
H 1.11015 1.67785 5.08842
H -1.88949 1.44017 4.56331
H -0.84733 0.06495 4.92628
H -0.20048 1.89795 2.59116
H 0.36476 0.23963 2.90219
H -1.23772 -0.47107 1.51605
H -2.39981 -0.08096 2.78968
H -1.91205 2.38530 1.43134
H -3.41093 1.41449 1.47278
H -1.18242 1.24445 -0.56796
H -2.50564 0.07346 -0.43808
H -3.86930 2.54303 -0.43434
H -3.60586 1.49628 -1.86372
H -1.85498 2.66383 -2.68582
H -1.39689 3.37895 -1.15775
H -4.02872 4.24447 -2.45126
H -2.52698 4.77317 -3.16323
H -2.91305 5.10705 -0.18145
H -3.72595 6.21110 -1.27274
H -1.27003 6.44748 -2.35380
H -1.83617 7.40651 -0.97629
H -0.72452 5.01949 0.16402
H -0.22971 6.68273 0.34699
H 1.52954 5.05553 -0.37131
H 1.46660 6.53217 -1.28789
H 1.40365 5.29827 -3.18478
H -0.19283 4.71963 -2.77988
H 2.93899 3.41349 -0.84753
C 0.35909 -2.96454 0.44021
Cl -1.40286 -3.12039 0.58500
Cl 0.84528 -1.35696 -0.11393
H 0.79211 -3.15031 1.41556
H 0.71006 -3.69535 -0.27700
C 0.60137 -0.98457 -5.01003
Cl 1.30797 -2.52094 -4.48653
Cl 0.70347 -0.79188 -6.76733
H -0.44203 -0.96763 -4.71956
H 1.13565 -0.17478 -4.53613
C 5.27560 5.99805 -1.16054
Cl 6.19602 4.48763 -1.21271
Cl 4.05758 5.98715 0.12071
H 5.96107 6.81895 -0.98704
H 4.76094 6.10469 -2.10874
C 3.18885 -3.43485 -7.53547
Cl 2.30281 -4.02311 -8.95055
Cl 4.02494 -4.74652 -6.68816
H 3.92463 -2.71319 -7.86384
H 2.48349 -2.98073 -6.84940
C 4.17059 -0.67258 -10.77945
Cl 3.12229 -0.52120 -9.36612
Cl 5.73985 -1.37210 -10.36086
H 3.68532 -1.32318 -11.49718
H 4.33093 0.31349 -11.19793
C 0.04424 -6.02990 2.60953
Cl 0.42713 -6.37654 0.91414
Cl 1.12278 -4.81016 3.30794
H -0.97316 -5.65927 2.66042
H 0.14502 -6.94681 3.18075
C -6.72464 2.52006 -3.56653
Cl -5.29112 2.28998 -4.57457
Cl -6.39886 3.47230 -2.10960
H -7.46311 3.05073 -4.15484
H -7.09929 1.54994 -3.26391
C -0.13421 -9.10581 6.24912
Cl -0.93437 -8.39757 4.83592
Cl 0.32750 -7.88165 7.43597
H -0.82632 -9.79510 6.71735
H 0.75904 -9.61820 5.91288
C 1.42527 -6.80744 -5.45042
Cl 2.16460 -8.40554 -5.28432
Cl 0.08923 -6.57409 -4.31317
H 2.17970 -6.05708 -5.25705
H 1.04256 -6.70753 -6.45913
C -1.94234 1.13837 9.23897
Cl -0.50188 0.23350 8.75095
Cl -2.57157 2.17326 7.95295
H -2.71305 0.42823 9.51271
H -1.67971 1.76398 10.08346
C 3.46016 3.27217 7.66194
Cl 1.80735 2.75943 8.01773
Cl 3.60228 4.02862 6.06912
H 3.77018 3.99082 8.41085
H 4.10016 2.39842 7.68274
C -3.16719 -12.37609 7.57696
Cl -2.74451 -12.60945 5.87825
Cl -2.08102 -11.22623 8.37076
H -4.17573 -11.98483 7.63101
H -3.09376 -13.32680 8.09063
C -3.62125 -9.15639 2.04018
Cl -3.09751 -10.83328 2.23396
Cl -2.29447 -8.09992 1.53944
H -4.39227 -9.12143 1.28016
H -4.00209 -8.80402 2.99156
C 5.49425 5.36758 -5.00323
Cl 5.81649 5.53700 -6.72759
Cl 4.04329 6.26522 -4.51097
H 5.33920 4.31956 -4.77673
H 6.34106 5.75744 -4.45092

Computed values of calculated total energy (unit: a.u.) for the preceding records, in sequence: -1873.10624 -282.67381 -816.66457 -286.53000 -5338.89782 -1382.69157 -285.23357 -977.76462 -1762.40610 -14404.45653.